A 16-piece molecular cluster, C52H149N13O16 overall at a distorted geometry. Source: the Open Molecules 2025 dataset; level of theory: the ωB97M-V functional and the def2-TZVPD basis.

Summary:
Energy relative to the best compared isomer or geometry (same formula, charge and spin) in kcal per mole: 47.22
LUMO in Ha: 0.01543
F_max in eV Å⁻¹: 4.774
E in a.u.: -3985.9117
Gap between HOMO and LUMO in eV: 8.9

XYZ file:
```
230
Properties=species:S:1:pos:R:3:forces:R:3
C -6.242 -17.461 -10.727 -1.96 1.00 -2.60
C -5.752 -18.522 -11.765 1.54 0.81 1.32
C -6.737 -18.578 -12.851 -1.60 -0.21 -2.17
O -8.027 -19.130 -12.484 0.74 0.38 -0.07
C -8.897 -19.099 -13.604 0.68 -4.68 0.65
N -4.410 -18.225 -12.461 -0.98 -0.30 0.83
H -7.379 -17.538 -10.612 1.39 -0.20 -0.34
H -6.115 -16.414 -11.168 0.19 -1.28 0.73
H -5.888 -17.535 -9.748 1.15 -0.08 1.38
H -5.681 -19.485 -11.263 0.02 -0.21 0.07
H -6.378 -19.158 -13.739 0.02 0.39 0.68
H -6.879 -17.535 -13.182 -0.06 -0.18 -0.20
H -9.194 -18.178 -13.859 -0.87 3.87 -0.91
H -9.857 -19.643 -13.315 1.58 0.37 -0.33
H -8.372 -19.567 -14.516 -0.93 0.32 1.14
H -3.896 -19.103 -12.473 -0.08 0.10 -0.17
H -3.803 -17.540 -12.010 -0.63 -0.17 0.22
C -8.019 -22.218 -9.492 1.24 0.06 1.21
C -6.619 -22.861 -9.275 -1.82 -0.08 -0.89
C -6.716 -23.890 -8.139 0.17 0.46 -0.42
O -7.558 -24.974 -8.556 -0.31 -0.23 0.29
C -8.171 -25.580 -7.394 0.59 0.94 -0.42
N -6.242 -23.477 -10.571 -1.84 0.01 0.54
H -7.872 -21.258 -9.997 -0.33 0.15 0.46
H -8.440 -22.195 -8.450 -0.29 0.62 -1.31
H -8.594 -22.812 -10.170 -0.65 -0.56 -0.08
H -5.978 -22.028 -9.004 0.60 -0.24 0.16
H -7.143 -23.406 -7.208 0.76 -0.55 -0.84
H -5.672 -24.239 -8.041 -0.35 -0.27 0.78
H -8.891 -24.861 -7.017 -0.39 -0.01 0.26
H -7.356 -25.628 -6.684 -0.09 -0.69 0.66
H -8.668 -26.546 -7.565 0.50 0.38 -0.40
H -7.081 -24.094 -10.772 1.65 0.58 -0.05
H -5.459 -24.080 -10.422 0.58 -0.57 -0.08
C -1.171 -20.368 -13.592 0.79 -0.16 -0.94
C -1.543 -21.559 -12.730 0.30 1.96 0.89
C -2.757 -22.188 -13.325 -0.38 -0.99 0.19
O -3.875 -21.344 -13.072 0.25 -0.81 -0.03
C -5.123 -21.822 -13.578 -1.07 0.79 1.94
N -0.486 -22.522 -12.600 -1.16 -0.59 -1.53
H -2.046 -19.727 -13.655 0.01 0.12 -0.34
H -0.845 -20.739 -14.595 -0.48 0.34 0.50
H -0.333 -19.759 -13.241 -0.08 -0.17 0.36
H -1.819 -21.105 -11.757 -0.19 -0.39 -0.02
H -2.849 -23.232 -12.873 -0.48 1.05 -0.51
H -2.527 -22.286 -14.397 -0.52 -0.24 -0.03
H -5.287 -21.444 -14.585 -0.01 -0.36 -0.27
H -5.943 -21.391 -12.887 1.28 -0.44 -1.08
H -5.246 -22.908 -13.422 0.30 0.24 -0.49
H 0.280 -22.188 -12.095 1.24 0.52 0.91
H -0.894 -23.319 -12.161 0.28 -0.75 0.51
C -10.540 -29.020 -20.231 1.89 1.58 0.35
C -10.884 -27.634 -19.606 -2.21 1.86 -2.44
C -12.384 -27.817 -19.211 0.16 0.85 0.05
O -13.006 -26.735 -18.537 -0.14 0.30 -1.13
C -13.083 -25.555 -19.367 1.05 0.12 0.95
N -10.081 -27.197 -18.519 1.79 -0.79 1.13
H -11.212 -29.259 -21.025 -0.81 -0.25 -0.23
H -10.596 -29.687 -19.384 0.02 -0.74 -0.05
H -9.530 -29.101 -20.723 -0.73 0.30 0.85
H -10.889 -26.744 -20.369 0.02 -1.84 0.45
H -12.509 -28.603 -18.513 0.33 -1.18 0.82
H -12.986 -28.122 -20.075 0.15 0.28 -0.31
H -12.013 -25.151 -19.370 -1.72 0.30 -0.08
H -13.849 -24.921 -18.838 1.10 -0.25 -0.82
H -13.375 -25.760 -20.423 -0.06 -0.10 0.72
H -10.159 -26.218 -18.196 -0.56 -0.72 -0.79
H -9.107 -27.311 -18.817 -0.31 0.20 0.33
C -11.639 -19.081 -6.859 0.85 0.01 0.13
C -10.707 -19.387 -8.046 0.31 0.80 0.46
C -11.172 -18.826 -9.408 2.11 0.15 0.29
O -12.328 -19.478 -9.798 0.27 -0.68 2.42
C -12.859 -19.136 -10.981 -0.67 -0.15 -2.04
N -9.325 -18.908 -7.666 -1.20 -1.36 -0.39
H -12.628 -19.466 -7.058 -0.43 0.30 -0.06
H -11.610 -18.014 -6.586 -0.40 -0.15 -0.51
H -11.281 -19.555 -5.935 0.10 -0.25 -0.39
H -10.720 -20.457 -8.246 0.46 -0.25 0.45
H -10.325 -19.100 -10.104 -0.66 0.42 0.19
H -11.201 -17.713 -9.353 -0.54 -0.43 -0.24
H -13.707 -19.765 -11.189 -0.45 -0.27 0.09
H -12.198 -19.259 -11.820 0.85 -0.29 -0.55
H -13.168 -18.128 -11.048 -0.56 1.49 0.21
H -9.311 -17.916 -7.643 -0.32 1.14 0.31
H -8.676 -19.111 -8.402 0.38 -0.50 -0.49
C -6.594 -28.251 -17.858 2.06 -1.03 0.04
C -6.125 -28.078 -16.395 -1.36 1.10 -1.70
C -5.821 -29.368 -15.679 0.39 0.46 -1.49
O -4.956 -30.152 -16.469 -0.11 0.63 -0.27
C -4.522 -31.339 -15.886 0.78 1.00 1.82
N -5.060 -27.092 -16.372 0.93 0.49 1.42
H -6.603 -27.348 -18.448 -0.12 0.67 0.21
H -7.552 -28.687 -17.856 -1.32 -0.70 -0.22
H -5.881 -28.933 -18.407 -0.73 0.49 0.65
H -6.977 -27.595 -15.837 0.80 -0.44 -0.40
H -6.719 -29.906 -15.478 -0.87 -0.56 0.41
H -5.364 -28.977 -14.811 0.76 -0.42 1.66
H -4.036 -31.872 -16.658 0.09 -1.07 -0.75
H -5.331 -31.841 -15.355 -0.10 -0.45 -0.34
H -3.724 -31.152 -15.114 -0.57 0.03 -0.38
H -4.870 -26.959 -15.358 0.39 0.19 -0.98
H -4.168 -27.388 -16.801 -0.83 -0.21 0.27
C -3.684 -19.880 -19.266 1.02 0.24 -0.40
C -4.541 -20.717 -18.342 -0.23 0.93 -0.29
C -3.818 -21.926 -17.900 1.22 -1.07 2.01
O -3.730 -22.736 -19.038 0.77 -2.44 -0.80
C -2.986 -24.009 -19.002 0.62 1.41 0.86
N -5.095 -19.953 -17.219 0.33 -0.12 0.01
H -2.842 -19.391 -18.723 -0.57 -0.24 -0.13
H -4.302 -19.116 -19.726 0.01 0.22 -0.12
H -3.209 -20.475 -20.072 -0.39 0.20 0.42
H -5.359 -21.097 -18.940 -0.49 0.10 0.18
H -4.363 -22.395 -17.046 0.13 -0.03 -0.60
H -2.803 -21.685 -17.477 -0.50 -0.10 -0.45
H -3.423 -24.833 -18.469 -0.88 0.11 1.14
H -1.945 -23.892 -18.593 -0.88 0.22 -0.46
H -2.949 -24.464 -19.972 0.16 0.67 -1.02
H -5.751 -19.281 -17.592 -0.27 0.03 -0.10
H -4.352 -19.376 -16.834 0.03 -0.08 0.20
C -7.881 -22.203 -16.857 -1.44 -0.54 1.51
C -7.059 -23.395 -16.461 2.48 0.35 -0.68
C -7.733 -24.467 -15.673 -0.46 -0.54 0.70
O -8.739 -23.977 -14.805 -0.01 0.00 -0.23
C -8.193 -23.424 -13.632 -1.03 -0.07 0.49
N -6.564 -23.969 -17.745 -0.39 -1.83 1.76
H -8.767 -22.482 -17.477 0.70 0.29 0.38
H -7.303 -21.433 -17.319 0.48 0.34 -0.48
H -8.201 -21.823 -15.876 -0.50 0.47 -0.47
H -6.211 -23.057 -15.759 -0.79 -0.02 -1.27
H -6.999 -25.038 -15.062 -0.16 0.15 -0.43
H -8.181 -25.157 -16.376 -0.48 -0.38 -0.11
H -9.006 -23.216 -12.940 -0.42 -0.11 -0.02
H -7.740 -22.453 -13.770 0.69 0.15 -0.27
H -7.587 -24.164 -13.127 0.72 -0.01 0.11
H -5.904 -24.755 -17.581 -0.27 0.89 -0.27
H -6.181 -23.225 -18.263 0.98 0.59 -0.84
C -5.651 -24.690 -22.933 0.69 -0.75 -0.02
C -7.034 -25.370 -22.983 -0.80 1.68 -0.58
C -7.234 -26.641 -22.146 -0.85 0.48 -1.39
O -6.400 -27.655 -22.639 0.20 -0.41 1.01
C -6.665 -28.841 -21.874 0.49 0.73 0.03
N -8.033 -24.291 -22.492 1.11 -1.32 -0.37
H -5.707 -24.035 -22.057 0.65 -0.10 -0.02
H -5.280 -24.098 -23.819 -1.12 -0.50 0.71
H -4.870 -25.473 -22.827 -0.39 0.48 0.34
H -7.246 -25.663 -24.027 -0.08 0.16 0.34
H -8.296 -26.966 -22.275 0.36 0.30 0.01
H -7.129 -26.496 -21.096 0.47 0.38 1.04
H -6.376 -28.812 -20.796 0.40 0.36 -0.71
H -6.142 -29.630 -22.398 -0.25 -0.37 0.15
H -7.737 -28.929 -21.823 -0.56 -0.75 -0.37
H -7.680 -23.364 -22.649 0.52 0.21 -0.16
H -8.897 -24.292 -22.995 -0.64 -0.46 -0.23
C -9.595 -28.175 -14.877 0.59 0.04 -0.14
C -10.850 -27.374 -14.659 -1.37 -0.47 0.93
C -10.644 -26.302 -13.646 -0.68 1.08 1.64
O -10.597 -26.851 -12.305 -0.90 0.46 -0.12
C -10.965 -25.834 -11.344 1.42 -0.89 -0.35
N -11.419 -26.738 -15.853 -1.33 -1.38 -0.32
H -9.196 -28.427 -13.890 -0.25 -0.50 -0.03
H -8.778 -27.579 -15.302 -0.50 0.06 -0.35
H -9.766 -29.068 -15.500 0.18 0.29 0.32
H -11.593 -28.017 -14.117 0.37 -0.04 -0.77
H -11.447 -25.513 -13.666 0.33 -0.85 -0.26
H -9.746 -25.759 -13.809 1.04 0.54 -0.33
H -11.812 -25.251 -11.687 -0.48 -0.16 0.15
H -10.109 -25.150 -11.316 -0.06 0.22 0.48
H -11.110 -26.328 -10.359 -0.04 0.42 -0.72
H -12.429 -26.541 -15.648 1.24 -0.05 -0.31
H -11.466 -27.443 -16.630 0.34 1.08 0.76
C -8.593 -18.916 -18.810 1.09 0.87 -0.60
C -8.724 -18.693 -20.348 -0.38 2.03 1.92
C -7.897 -19.620 -21.165 0.20 -1.07 1.42
O -6.692 -20.042 -20.548 0.45 1.35 0.79
C -6.041 -20.967 -21.352 -0.88 -0.91 -0.05
N -10.117 -18.751 -20.780 -0.26 0.28 -0.48
H -7.646 -18.500 -18.438 -0.05 -0.16 -0.14
H -8.626 -19.934 -18.527 -0.06 -1.27 0.06
H -9.361 -18.425 -18.237 -0.57 0.44 -0.13
H -8.363 -17.650 -20.543 -0.38 -0.61 0.15
H -7.674 -19.206 -22.103 0.04 0.48 -1.61
H -8.466 -20.514 -21.200 -0.99 -1.07 -0.85
H -6.790 -21.730 -21.585 0.00 -0.29 -0.45
H -5.310 -21.497 -20.760 0.61 0.20 -0.17
H -5.669 -20.550 -22.288 0.30 0.07 0.01
H -10.665 -17.961 -20.417 0.45 -0.69 -0.16
H -10.566 -19.641 -20.555 0.30 0.29 0.02
C -13.319 -21.121 -15.556 0.02 -0.69 1.40
C -12.249 -20.549 -16.443 -0.43 1.56 -1.18
C -11.365 -19.624 -15.670 0.20 0.89 2.21
O -12.073 -18.451 -15.255 -0.48 1.07 -0.38
C -11.896 -17.371 -16.180 -2.09 0.40 0.34
N -11.450 -21.519 -17.181 -0.50 -1.03 0.66
H -12.734 -21.702 -14.825 -0.55 0.03 0.34
H -13.962 -21.837 -16.045 -0.13 -0.23 -0.54
H -14.013 -20.420 -15.032 0.96 -0.15 -0.46
H -12.776 -19.943 -17.208 0.37 -0.01 0.15
H -10.443 -19.306 -16.148 0.15 -0.27 -0.60
H -11.051 -20.035 -14.666 -0.40 -0.32 -1.27
H -10.892 -17.122 -16.196 2.33 0.46 -0.32
H -12.413 -16.385 -15.941 0.14 -1.62 0.45
H -12.239 -17.625 -17.180 0.02 -0.25 -0.24
H -12.097 -22.299 -17.242 0.16 -0.43 -0.79
H -10.750 -21.986 -16.590 -0.06 0.58 0.04
C -6.291 -28.769 -11.166 -1.65 2.34 0.47
C -6.192 -27.182 -11.364 2.00 -0.80 0.65
C -5.569 -26.710 -12.681 0.36 -3.48 -0.56
O -4.330 -27.435 -12.999 -0.60 1.83 0.78
C -3.246 -26.769 -12.330 -0.53 -0.04 -0.83
N -7.448 -26.504 -11.341 -0.51 -0.11 -0.13
H -5.419 -29.348 -11.175 1.59 -0.48 -0.90
H -7.037 -29.042 -11.904 0.05 -0.74 -0.22
H -6.681 -29.035 -10.169 -0.36 0.62 -0.27
H -5.535 -26.787 -10.552 -0.61 -0.12 -0.28
H -5.518 -25.645 -12.712 0.51 0.89 0.01
H -6.226 -27.051 -13.482 -0.37 0.21 -0.12
H -3.171 -25.727 -12.758 0.21 -0.86 0.62
H -2.376 -27.374 -12.618 0.05 0.46 0.54
H -3.445 -26.739 -11.233 0.52 0.01 -0.68
H -8.146 -27.073 -11.826 -0.18 0.39 0.44
H -7.688 -26.312 -10.389 -0.72 0.06 0.40
O -8.681 -24.572 -19.820 0.84 0.08 0.34
H -8.262 -24.376 -20.709 -0.50 -0.31 0.76
H -7.957 -24.622 -19.135 -0.65 0.41 -0.76
O -10.569 -21.791 -19.967 1.14 -1.58 -0.40
H -10.077 -22.655 -19.778 -0.95 1.59 -0.24
H -10.954 -21.505 -19.131 0.02 -0.22 0.67
O -10.877 -24.368 -17.053 -0.63 -0.40 0.32
H -10.874 -25.148 -16.438 -0.42 0.10 -0.31
H -9.957 -24.217 -17.200 1.02 0.45 -0.30
```
Positions in Å, forces in eV/Å.